1.
Computed, not measured: a structure of composition C58H54N6O4PTi at a distorted geometry, with ωB97M-V/def2-TZVPD.

Structure (ORCA input):
```
! wB97M-V def2-TZVPD RIJCOSX def2/J DEFGRID3
* xyz -1 3
Ti 0.01288 0.29978 0.43624
O -0.75836 -4.20105 0.02331
C 0.54014 -4.48342 -0.21574
C 0.90265 -5.82387 -0.31406
C 2.21491 -6.17773 -0.56491
C 3.18577 -5.19504 -0.72297
C 2.83011 -3.86350 -0.64238
C 1.50964 -3.47950 -0.39934
C 1.16954 -2.04795 -0.37610
O 0.00017 -1.62868 0.06046
N 2.01261 -1.20080 -0.88533
N 1.53549 0.07625 -0.82313
C 2.15348 0.90762 -1.65064
C 1.87711 2.28984 -1.71459
C 2.47806 3.10947 -2.69923
C 2.16547 4.44371 -2.75216
C 1.29718 4.97333 -1.79168
C 0.79556 4.11085 -0.83109
N 1.04258 2.80963 -0.78806
H -0.82278 -3.22954 0.10014
H 0.13271 -6.57415 -0.18597
H 2.48470 -7.22393 -0.63964
H 4.21575 -5.47269 -0.90629
H 3.56684 -3.08054 -0.75936
H 2.92266 0.49019 -2.29101
H 3.17073 2.66950 -3.40579
H 2.58983 5.08143 -3.51795
H 1.02877 6.02068 -1.78572
H 0.15301 4.50211 -0.04622
O 0.68164 -1.95739 2.82228
C -0.45537 -1.60927 2.53770
O -0.80582 -0.41693 2.16829
C -1.61579 -2.56702 2.65293
C -1.52654 -3.64928 3.51901
C -2.61266 -4.48507 3.69906
C -3.79967 -4.22403 3.02513
C -3.88069 -3.16726 2.13481
C -2.78184 -2.33980 1.90811
P -2.80540 -0.99603 0.63210
C -3.70002 -1.80709 -0.76889
C -4.16817 -0.96869 -1.78623
C -4.81852 -1.48255 -2.89614
C -4.98904 -2.85270 -3.03157
C -4.44549 -3.70027 -2.07893
C -3.78837 -3.18530 -0.96973
C -4.16341 -0.01747 1.42679
C -3.87153 0.49522 2.69490
C -4.76999 1.30943 3.36297
C -5.99388 1.62011 2.78908
C -6.30681 1.10379 1.54214
C -5.40246 0.29406 0.86801
H -0.59235 -3.80664 4.04293
H -2.54565 -5.33053 4.37245
H -4.66326 -4.85798 3.18765
H -4.81122 -2.97480 1.61483
H -4.01653 0.10179 -1.70103
H -5.19512 -0.80987 -3.65811
H -5.53060 -3.25241 -3.88015
H -4.53615 -4.77374 -2.19426
H -3.33628 -3.86619 -0.26298
H -2.92411 0.24142 3.15359
H -4.51541 1.70899 4.33768
H -6.70051 2.24937 3.31735
H -7.26629 1.32646 1.08984
H -5.68936 -0.10569 -0.09151
C -2.46841 3.49040 -5.22310
C -3.12260 2.15206 -4.84548
C -2.98430 1.18583 -6.02388
C -4.61722 2.38295 -4.58012
C -2.44634 1.60986 -3.59056
C -1.67015 0.42375 -3.58447
C -1.02268 0.05079 -2.43278
N -1.10053 0.71505 -1.27490
C -1.91029 1.83061 -1.22964
C -2.54679 2.28940 -2.40255
C -2.00330 2.45045 0.04233
C -2.80903 3.57590 0.32223
C -2.83534 4.14970 1.56783
C -2.04177 3.53824 2.56748
C -1.27767 2.44380 2.24385
N -1.20969 1.90309 1.02484
C -3.67062 5.39884 1.82231
C -3.06649 6.56234 1.02078
C -3.67911 5.78969 3.30222
C -5.11894 5.15449 1.37676
H -2.98014 3.93277 -6.08207
H -1.41775 3.34336 -5.47999
H -2.51461 4.19423 -4.39156
H -3.50963 1.58370 -6.89441
H -3.41293 0.21223 -5.77853
H -1.93735 1.04760 -6.29715
H -5.10710 2.74227 -5.48853
H -4.77569 3.12418 -3.79632
H -5.10203 1.45534 -4.27022
H -1.55955 -0.19314 -4.46236
H -0.40446 -0.84022 -2.43199
H -3.10329 3.21647 -2.35617
H -3.39508 4.00173 -0.48106
H -2.01527 3.90940 3.58075
H -0.68081 1.96444 3.01030
H -2.03764 6.74323 1.33927
H -3.64453 7.47700 1.17595
H -3.04860 6.33691 -0.04656
H -2.68389 6.08505 3.63862
H -4.03008 4.96234 3.92207
H -4.35007 6.63655 3.45805
H -5.19157 5.00622 0.29881
H -5.74679 6.00877 1.64261
H -5.51598 4.26174 1.86124
C 1.60875 1.18387 1.69636
C 3.00606 0.81271 1.52062
C 3.92499 1.67109 0.88932
C 5.26928 1.37467 0.82646
C 5.76066 0.19204 1.38661
C 4.85127 -0.70563 1.96402
C 3.50963 -0.40479 2.02111
C 7.15504 -0.08227 1.40932
N 8.28685 -0.29833 1.44881
H 1.46337 2.25975 1.59822
H 1.22725 0.80329 2.64455
H 3.56386 2.59933 0.46025
H 5.96410 2.06718 0.36683
H 5.22243 -1.63213 2.38456
H 2.81580 -1.10862 2.46441
*
```

The HOMO-LUMO gap (alpha / beta) comes out at 5.06 / 6.90 eV. The lowest unoccupied orbital energy (alpha / beta) comes out at 2.09 / 2.02 eV.


2.
Computed, not measured: a structure of composition C58H56N8RhS3 at a distorted geometry, with ωB97M-V/def2-TZVPD.

Structure (ORCA input):
```
! wB97M-V def2-TZVPD RIJCOSX def2/J DEFGRID3
* xyz 1 1
Rh -1.11447 0.07386 -1.37540
C 0.77200 2.07094 -5.05753
C -0.11993 0.82176 -4.96882
C 0.47406 -0.13425 -3.93072
N -0.43769 -0.82673 -3.04155
C -0.75534 -2.08888 -3.23172
C -0.51461 -2.76012 -4.45845
C -0.57761 -4.09800 -4.77369
C -0.86740 -5.20898 -3.98368
C -1.24335 -5.17258 -2.65556
C -1.49353 -4.09282 -1.82027
C -1.42155 -2.70706 -2.06360
N -1.93436 -1.80282 -1.24374
C -2.90444 -2.21365 -0.25090
C -3.82846 -1.03408 0.06663
C -4.15549 -0.22626 -1.19233
N -3.03879 0.65051 -1.55087
C -3.26727 1.70594 -2.32944
C -4.49089 1.90904 -2.99030
C -5.01349 3.02646 -3.63208
C -4.51680 4.30742 -3.72914
C -3.27917 4.72419 -3.24156
C -2.24196 3.99444 -2.71582
C -2.09440 2.59695 -2.47298
N -0.92495 2.02346 -2.26330
C 0.28395 2.77679 -2.58821
C 0.36513 3.17591 -4.07621
H 0.75359 2.47827 -6.07034
H 1.81174 1.78134 -4.87025
H -0.22103 0.33703 -5.94147
H -1.12772 1.10148 -4.65722
H 1.11892 0.44079 -3.27013
H 1.12733 -0.86954 -4.40990
H -0.27493 -2.10740 -5.28717
H -0.35427 -4.31648 -5.81298
H -0.79999 -6.17923 -4.45641
H -1.39010 -6.13957 -2.18378
H -1.79846 -4.35628 -0.81512
H -2.45309 -2.64206 0.65298
H -3.51085 -3.00053 -0.71758
H -3.33819 -0.36233 0.76719
H -4.74322 -1.39202 0.54213
H -5.03366 0.39523 -0.99872
H -4.40783 -0.89008 -2.03097
H -5.13455 1.04104 -3.02158
H -5.98265 2.85915 -4.09026
H -5.13688 5.05078 -4.21140
H -3.07935 5.78826 -3.32280
H -1.36140 4.57714 -2.47533
H 1.13007 2.14650 -2.31357
H 0.37440 3.67257 -1.95853
H 1.06067 4.01599 -4.15811
H -0.60511 3.55327 -4.39859
N -1.16283 0.01790 0.88036
S -0.91147 0.77279 2.08959
N 0.38305 0.26167 3.00805
S 1.22717 -0.97429 2.58747
N 1.50393 -1.43749 1.13804
S 1.93991 -0.51686 -0.16624
N 0.93442 0.16352 -0.95366
C 2.89268 -1.75546 -1.03156
C 2.83326 -3.10768 -0.74054
C 3.50126 -4.00169 -1.56695
C 4.22182 -3.54101 -2.65715
C 4.27519 -2.18123 -2.93851
C 3.60207 -1.28265 -2.12994
C 3.18727 0.60283 0.45522
C 4.45055 0.15896 0.82317
C 5.36567 1.07723 1.30855
C 5.01343 2.41752 1.42369
C 3.74817 2.84569 1.05009
C 2.82731 1.93612 0.54777
C 2.74129 -0.75079 3.48736
C 3.61511 -1.83041 3.53110
C 4.83476 -1.67049 4.16336
C 5.17044 -0.44207 4.72238
C 4.29390 0.62925 4.65091
C 3.06204 0.48238 4.02858
C 0.48749 -2.43702 3.27414
C 0.58811 -2.66489 4.64011
C -0.09152 -3.74212 5.18647
C -0.86415 -4.56065 4.37305
C -0.96536 -4.30637 3.01279
C -0.28456 -3.23786 2.44732
C -0.55347 2.52086 2.00627
C -0.89170 3.17232 0.83598
C -0.64651 4.53825 0.73244
C -0.07559 5.22257 1.79287
C 0.24058 4.55395 2.97279
C -0.00437 3.19784 3.08719
C -2.20694 0.75971 3.32999
C -2.24223 -0.20515 4.32360
C -3.34893 -0.27737 5.15655
C -4.40494 0.60724 4.99178
C -4.36285 1.56514 3.98882
C -3.26382 1.64297 3.14949
H 2.26648 -3.45801 0.10981
H 3.45491 -5.06169 -1.35666
H 4.74147 -4.24259 -3.29547
H 4.83544 -1.82284 -3.79109
H 3.62275 -0.22223 -2.35089
H 4.71579 -0.88670 0.73178
H 6.35647 0.74894 1.59275
H 5.73599 3.13123 1.79724
H 3.47773 3.89036 1.13107
H 1.84442 2.24506 0.21759
H 3.34381 -2.77866 3.08344
H 5.52358 -2.50177 4.22117
H 6.12589 -0.32239 5.21525
H 4.56489 1.58447 5.07912
H 2.36165 1.30245 3.95826
H 1.18017 -2.01431 5.27069
H -0.01740 -3.94027 6.24689
H -1.39183 -5.40072 4.80418
H -1.57609 -4.94155 2.38561
H -0.36346 -3.01408 1.39121
H -1.34362 2.62018 0.01843
H -0.91825 5.05931 -0.17547
H 0.11019 6.28537 1.71151
H 0.66890 5.09609 3.80508
H 0.21971 2.67249 4.00615
H -1.41711 -0.89069 4.45335
H -3.38300 -1.02472 5.93816
H -5.26386 0.55029 5.64703
H -5.18648 2.25408 3.86071
H -3.23147 2.38500 2.36148
*
```

The HOMO-LUMO gap comes out at 6.35 eV. The lowest unoccupied orbital energy comes out at -2.15 eV.


3.
Computed, not measured: a structure of composition C58H70N2O10Sn, with ωB97M-V/def2-TZVPD.

Structure (ORCA input):
```
! wB97M-V def2-TZVPD RIJCOSX def2/J DEFGRID3
* xyz -2 1
Sn -0.62504 -0.06963 0.39526
C 1.77553 1.57670 2.65102
O 1.65657 0.44875 1.80002
C 2.81462 -0.28423 1.63293
C 3.78458 0.16430 0.73657
C 3.50579 1.30739 -0.21825
C 3.31877 0.78197 -1.62268
C 4.38331 0.69669 -2.50049
C 4.26572 0.18023 -3.79282
C 2.99249 -0.23448 -4.17534
C 1.89376 -0.16195 -3.32925
C 0.54801 -0.69318 -3.76690
C 0.39732 -2.13214 -3.32627
C 1.14142 -3.13509 -3.94382
C 1.15152 -4.43978 -3.47043
C 0.41126 -4.71455 -2.32192
C -0.36024 -3.75279 -1.68724
C -1.09590 -4.08827 -0.41112
C -0.15386 -4.27096 0.75278
C 0.03403 -5.51068 1.33632
C 0.83691 -5.70908 2.46277
C 1.41676 -4.57169 3.01690
C 1.25288 -3.30937 2.46117
C 1.83696 -2.08307 3.12536
C 2.96749 -1.48070 2.32175
C 4.17045 -2.16926 2.19418
C 5.20250 -1.70520 1.38848
C 4.97568 -0.54213 0.65635
C 6.54325 -2.42743 1.25652
C 6.75036 -2.86398 -0.20032
C 6.62170 -3.66928 2.14552
C 7.67661 -1.47589 1.66632
C 0.50350 -3.13135 1.27606
O 0.46056 -1.97285 0.68953
C 0.98410 -7.10672 3.05990
C 1.53777 -8.07392 2.00382
C 1.93329 -7.12615 4.25871
C -0.38622 -7.61719 3.53238
C -0.39416 -2.47239 -2.23807
O -1.23706 -1.51572 -1.69393
C -2.50640 -1.45022 -2.33554
C 1.94186 -5.56001 -4.14475
C 2.98661 -6.11406 -3.16768
C 2.66857 -5.08020 -5.40278
C 0.97966 -6.68574 -4.55213
C 2.02588 0.31765 -1.99822
O 1.03266 0.35466 -1.18397
C 5.49757 0.07078 -4.68942
C 6.10456 1.46106 -4.92947
C 6.54947 -0.82037 -4.01197
C 5.16698 -0.54242 -6.05052
H 1.94859 1.26150 3.68609
H 0.83552 2.12386 2.57578
H 2.59936 2.22273 2.33356
H 4.33502 2.02096 -0.20618
H 2.58979 1.81503 0.08136
H 5.35176 1.05493 -2.15539
H 2.83040 -0.63669 -5.17063
H 0.47012 -0.62342 -4.85674
H -0.24146 -0.09744 -3.30971
H 1.75977 -2.85041 -4.78606
H 0.44338 -5.70514 -1.87776
H -1.66983 -5.00903 -0.54726
H -1.78980 -3.28896 -0.15458
H -0.49162 -6.35566 0.89699
H 2.01581 -4.64699 3.91907
H 2.19803 -2.35966 4.12025
H 1.04838 -1.33842 3.24009
H 4.25884 -3.11411 2.71690
H 5.72164 -0.19364 -0.05125
H 5.95406 -3.54305 -0.51058
H 7.71066 -3.37677 -0.31423
H 6.73650 -2.00958 -0.87816
H 5.87445 -4.41215 1.86103
H 6.46899 -3.41625 3.19652
H 7.60931 -4.12744 2.04533
H 7.69595 -0.58773 1.03372
H 8.64571 -1.97758 1.58371
H 7.54221 -1.14778 2.69943
H 2.51852 -7.73988 1.65864
H 0.88002 -8.12559 1.13525
H 1.63754 -9.08342 2.41718
H 2.93163 -6.78054 3.98219
H 2.01813 -8.14666 4.64329
H 1.56398 -6.49238 5.06718
H -1.09027 -7.67859 2.70179
H -0.80822 -6.93461 4.27213
H -0.29664 -8.61184 3.98297
H -3.11241 -2.32031 -2.06389
H -2.37889 -1.41471 -3.42115
H -2.99128 -0.53708 -2.00016
H 3.67633 -5.32495 -2.86212
H 3.56296 -6.91741 -3.63743
H 2.51796 -6.51067 -2.26643
H 3.42589 -4.33025 -5.16570
H 1.97205 -4.64760 -6.12361
H 3.16855 -5.92729 -5.87996
H 0.48059 -7.11511 -3.68304
H 1.52215 -7.48418 -5.06783
H 0.20908 -6.30012 -5.22326
H 6.39070 1.93185 -3.98786
H 5.37605 2.11124 -5.41871
H 6.99505 1.39478 -5.56386
H 6.86273 -0.39924 -3.05514
H 7.43690 -0.92929 -4.64493
H 6.13519 -1.81132 -3.81574
H 4.42638 0.05437 -6.58678
H 4.77598 -1.55632 -5.94358
H 6.07208 -0.58968 -6.66290
O -4.57403 -2.39270 1.40943
C -3.70120 -1.53558 1.21006
O -2.44800 -1.67136 1.30984
C -4.22556 -0.15106 0.77857
C -5.45283 -0.01294 0.14280
C -5.85076 1.25466 -0.25196
C -5.04962 2.34685 0.04249
C -3.85647 2.13547 0.72181
N -3.45755 0.90447 1.05063
C -2.93847 3.31736 1.11236
O -3.35201 4.44867 0.76096
O -1.92137 3.02630 1.76772
H -6.05060 -0.89514 -0.04171
H -6.78895 1.39175 -0.78043
H -5.32705 3.35823 -0.22056
O 0.10884 3.06882 -1.49672
C -0.85558 2.60592 -2.27090
O -1.52762 1.63884 -2.01316
C -1.12205 3.44067 -3.51900
N 0.04606 4.27223 -3.85193
C -0.39554 5.64286 -4.10903
C -1.54863 5.79357 -3.12626
C -2.26390 4.44716 -3.24322
H -1.40243 2.73993 -4.30792
H 0.62413 3.87419 -4.57811
H 0.55192 3.76200 -2.02650
H -0.75618 5.78646 -5.13858
H 0.42134 6.34570 -3.93386
H -2.19759 6.63710 -3.36260
H -1.17128 5.92042 -2.11009
H -2.95086 4.45874 -4.09270
H -2.81462 4.19244 -2.33653
*
```

The HOMO-LUMO gap comes out at 6.08 eV. The lowest unoccupied orbital energy comes out at 3.67 eV.